17
Properties=species:S:1:pos:R:3:forces:R:3 method="wB97M-V/def2-TZVPD" homo_energy_ev=-7.1 charge=0 homo_lumo_gap_ev=8.01 multiplicity=1
H -0.512 1.497 -1.121 0.1 -0.1 0.1
H -0.764 2.617 1.215 0.0 -0.1 -0.1
C -0.009 1.160 -0.211 0.0 0.1 -0.1
H 2.204 -0.789 -0.271 -0.2 0.1 0.1
H -1.865 1.245 0.865 0.2 0.1 0.0
H 1.530 -0.280 1.298 -0.1 -0.1 -0.1
H 1.147 -1.892 0.649 0.0 0.1 0.0
C -0.326 -1.126 -1.433 0.2 0.1 -0.2
H 0.327 -1.995 -1.586 -0.1 0.2 0.0
H 0.992 1.608 -0.183 -0.1 -0.1 -0.1
H -0.499 -0.578 -2.361 0.0 0.0 0.2
C -0.826 1.542 1.019 0.0 0.0 0.0
C 1.327 -0.847 0.386 0.0 -0.1 0.2
N 0.130 -0.314 -0.282 0.0 0.1 0.1
H -1.138 -1.861 0.390 0.0 -0.1 -0.1
H -0.465 1.013 1.909 0.0 0.1 -0.1
C -1.253 -1.002 -0.281 0.0 -0.4 0.1



17
Properties=species:S:1:pos:R:3:forces:R:3 method="wB97M-V/def2-TZVPD" homo_energy_ev=-6.7 charge=0 homo_lumo_gap_ev=4.67 multiplicity=1
C -0.146 0.293 -0.769 -0.4 -0.5 -0.6
H 3.233 0.574 -0.423 0.6 0.1 0.8
N -1.066 -0.971 -0.492 1.6 1.7 1.1
H 0.888 1.123 0.997 0.2 -0.1 0.4
H 2.690 -1.148 -0.162 -0.2 -0.3 -0.4
H -1.609 1.809 -1.460 0.3 0.2 -0.4
H -2.101 -1.834 1.009 0.5 0.0 0.6
C -1.005 1.454 -0.639 1.4 0.8 -0.3
H -1.563 -0.196 1.428 -0.2 0.2 0.2
H -1.886 -0.404 -0.695 -0.7 -1.0 -0.4
C -1.251 -1.136 0.977 -1.0 -0.1 -0.5
H 1.054 -0.709 0.197 -2.0 0.3 2.6
H 0.331 0.075 -1.733 -0.7 0.1 -0.6
H -0.733 2.214 0.084 -0.5 -0.2 0.3
C 1.102 0.418 0.204 1.6 -3.6 -0.9
H -0.394 -1.460 1.567 0.0 -0.4 -0.5
C 2.456 -0.103 -0.089 -0.4 3.1 -1.5



Going through the records in order, we get energy above the lowest of the compared OMol25 structures with the same formula, charge and spin values of 84.4, 207.0 kcal/mol.
Going through the records in order, we get LUMO level values of 0.89, -2.01 eV.